89
Properties=species:S:1:pos:R:3 method="wB97M-V/def2-TZVPD" s_squared=8.91 lumo_energy_ev="-6.67 / -8.78" spin_multiplicity=6 e_above_lowest_kcal_mol=0.0 charge=+2 gap_ha="0.169 / 0.136"
Ir 16.465 12.352 16.554
I 20.760 6.853 10.738
C 19.646 7.722 12.222
C 20.308 8.381 13.254
C 19.584 8.932 14.311
C 18.161 8.832 14.346
C 17.523 8.159 13.256
C 18.256 7.608 12.228
C 17.468 9.497 15.388
C 16.025 9.626 15.384
C 14.965 8.687 15.031
C 13.772 9.315 15.238
C 14.082 10.612 15.748
C 13.149 11.574 16.211
C 11.707 11.186 16.316
C 11.371 10.296 17.345
C 10.063 9.918 17.513
C 9.100 10.414 16.629
I 7.114 9.972 16.974
C 9.436 11.274 15.588
C 10.761 11.649 15.430
C 13.468 12.920 16.446
N 14.780 13.444 16.416
C 14.745 14.776 16.527
C 15.950 15.580 16.630
C 16.165 16.711 15.827
C 15.203 17.111 14.877
C 15.406 18.212 14.055
C 16.606 18.897 14.156
I 17.002 20.486 12.908
C 17.613 18.452 14.998
C 17.432 17.377 15.812
C 16.933 15.125 17.573
C 17.553 15.884 18.610
C 18.152 14.991 19.459
C 17.972 13.685 18.850
N 17.257 13.839 17.689
C 18.302 12.388 19.316
C 18.545 11.275 18.364
C 19.439 10.236 18.398
C 19.195 9.403 17.267
C 18.158 9.963 16.577
N 17.809 11.138 17.174
C 18.344 12.139 20.775
C 17.717 13.045 21.685
C 17.653 12.782 23.050
C 18.059 11.540 23.520
I 17.727 11.073 25.538
C 18.654 10.611 22.668
C 18.789 10.909 21.332
C 13.356 15.179 16.708
C 12.606 14.033 16.674
N 15.453 10.774 15.797
H 21.390 8.507 13.262
H 20.104 9.480 15.098
H 16.448 8.066 13.177
H 17.765 7.053 11.412
H 15.142 7.690 14.659
H 12.754 9.005 15.094
H 12.174 9.930 17.973
H 9.779 9.275 18.327
H 8.697 11.624 14.881
H 11.018 12.295 14.584
H 14.311 16.503 14.824
H 14.627 18.533 13.358
H 18.572 18.931 14.948
H 18.224 16.994 16.430
H 17.474 16.942 18.753
H 18.700 15.268 20.351
H 20.262 10.090 19.111
H 19.685 8.473 17.063
H 17.279 13.952 21.331
H 17.105 13.447 23.723
H 18.932 9.669 23.038
H 19.263 10.165 20.764
H 12.989 16.191 16.820
H 11.537 13.967 16.826
Br 14.134 12.644 12.971
C 15.584 12.726 11.785
C 15.242 12.542 10.431
C 16.232 12.479 9.507
C 17.549 12.653 9.852
C 17.907 12.811 11.161
C 16.935 12.839 12.156
I 17.567 13.398 14.117
H 14.219 12.433 10.100
H 15.925 12.264 8.479
H 18.343 12.633 9.118
H 18.942 12.937 11.418